(1)
The following is a quantum chemistry calculation of 34 unconnected molecules or ions with the total composition H66NO36, from the OMol25 dataset.

XYZ file:
```
103
Properties=species:S:1:pos:R:3:forces:R:3:mulliken_charge:R:1
N -12.8357 -12.0509 6.2736 0.8 0.0 2.6 0.579
O -12.8638 -11.7964 7.5492 -0.4 -0.2 -1.7 -0.361
O -11.8895 -12.7902 5.8955 -1.5 0.7 -0.5 -0.687
O -13.6917 -11.5458 5.5316 0.8 -0.5 0.4 -0.335
O -13.7099 -16.1619 8.7248 -0.9 -1.3 1.7 -0.611
H -14.3203 -15.9785 8.0337 -0.8 0.7 -0.8 0.261
H -12.8929 -15.7435 8.5333 1.5 0.7 -0.7 0.436
O -16.1669 -14.8074 7.3930 -0.2 0.7 1.1 -0.189
H -15.7494 -14.7785 6.5355 0.3 -0.2 -0.6 0.182
H -15.8685 -13.9933 7.8581 0.0 -0.5 -0.3 0.162
O -9.5666 -13.8386 2.2804 0.0 1.8 -0.1 -0.640
H -10.1801 -13.1213 2.6451 0.7 -1.1 -0.5 0.446
H -8.8862 -13.3026 1.8071 -0.8 -0.8 0.6 0.284
O -12.0291 -9.1907 2.5630 -0.5 0.0 -0.2 -0.742
H -12.9519 -9.3776 2.3061 0.1 0.0 -0.1 0.325
H -12.1600 -8.5360 3.2572 0.1 0.1 0.2 0.300
O -14.7342 -12.2569 -1.7125 0.3 0.0 0.1 -0.667
H -15.2027 -11.8069 -0.9960 0.0 -0.1 0.0 0.340
H -13.8593 -12.4818 -1.3604 -0.4 0.1 0.0 0.309
O -16.6436 -10.9045 0.6348 -1.0 -0.7 0.3 -0.699
H -17.1065 -11.6286 1.1334 0.4 0.6 -0.6 0.289
H -17.3170 -10.1780 0.5074 0.4 -0.7 0.2 0.424
O -18.8848 -15.6992 5.3172 0.1 0.4 -0.4 -0.609
H -19.0141 -16.0587 6.2165 0.3 -0.4 0.1 0.366
H -19.7548 -15.5306 4.9543 -0.2 0.0 -0.1 0.252
O -14.3863 -16.2407 5.5876 0.7 0.2 -0.3 -0.594
H -14.1707 -16.8359 6.3131 -0.3 -0.3 0.0 0.242
H -13.4631 -16.0328 5.2792 -0.5 0.0 0.1 0.408
O -16.2953 -7.3372 2.6459 -0.5 -0.6 0.1 -0.699
H -16.9737 -7.8114 3.1717 0.3 0.6 -0.3 0.398
H -15.7379 -8.0785 2.3491 0.3 0.1 0.0 0.343
O -17.2009 -10.7615 7.9330 0.1 -0.7 0.4 -0.658
H -16.5953 -10.0236 7.7828 0.1 0.1 -0.1 0.366
H -16.7381 -11.3447 8.5703 -0.2 0.4 -0.4 0.345
O -11.0431 -16.3929 2.6604 2.3 0.7 -0.1 -0.706
H -11.7294 -15.8129 2.3478 -1.3 0.4 -0.6 0.377
H -10.2456 -15.8332 2.3964 -1.1 -1.0 0.7 0.387
O -13.1465 -9.0275 8.7562 -0.8 0.0 0.6 -0.817
H -12.9888 -9.9655 8.7138 -0.1 -1.0 0.2 0.258
H -12.4865 -8.7563 8.1190 0.8 0.9 -0.7 0.597
O -18.4086 -8.8961 0.6498 0.8 1.1 -0.1 -0.724
H -18.8068 -8.9331 1.5247 -0.1 -0.1 0.2 0.342
H -17.7588 -8.1512 0.7232 -0.8 -0.7 0.0 0.358
O -12.1669 -13.7531 10.6433 -0.3 0.6 0.5 -0.668
H -12.8730 -13.2980 10.1512 0.7 -0.6 0.0 0.310
H -11.6343 -14.2784 10.0408 -0.1 -0.1 -0.5 0.343
O -13.8717 -7.7667 4.6875 -1.0 0.7 0.1 -0.550
H -14.5360 -7.1636 4.2761 0.8 -0.6 0.1 0.260
H -14.2804 -7.9266 5.5691 0.3 -0.1 -0.3 0.375
O -9.0335 -11.0524 5.4406 -2.0 -0.4 -1.0 -0.705
H -9.8201 -11.1168 4.8010 1.6 0.1 1.0 0.379
H -9.2567 -11.7482 6.0826 0.2 0.3 0.0 0.336
O -11.6515 -15.6858 5.2660 -0.5 1.2 -1.2 -0.789
H -11.7715 -14.7028 5.1958 0.2 -1.0 0.3 0.434
H -11.5326 -15.9353 4.2980 0.5 -0.2 0.8 0.425
O -14.5421 -12.6592 3.2976 0.7 0.1 0.7 0.100
H -14.4051 -12.6212 4.2906 -0.8 0.0 -1.7 0.130
H -15.4633 -12.7527 3.0123 -0.2 -0.4 0.6 0.127
O -13.2842 -14.9647 1.9331 -2.0 0.0 -0.4 -0.702
H -13.4911 -14.0427 2.1952 0.1 -0.4 0.1 0.258
H -14.1985 -15.3280 1.7245 1.8 0.5 0.4 0.271
O -15.1365 -8.9015 6.8825 0.9 -1.0 0.9 -0.940
H -14.9164 -9.7100 6.3847 -0.2 0.1 -0.1 0.295
H -14.4855 -9.0326 7.6574 -0.7 0.8 -0.7 0.478
O -14.7187 -14.7465 11.4023 0.3 -1.0 -0.5 -0.739
H -14.7254 -15.5748 10.8420 0.3 1.3 0.7 0.322
H -13.7832 -14.6379 11.6912 -0.7 -0.2 -0.6 0.328
O -17.5117 -9.7229 3.8350 0.1 0.3 -0.1 -0.664
H -16.7759 -9.7166 3.2149 0.2 -0.4 -0.5 0.132
H -17.0702 -9.3499 4.6032 -0.2 -0.1 0.6 0.352
O -11.1331 -15.0200 8.0333 0.5 -2.5 0.6 -0.758
H -11.2851 -14.1496 7.7924 -0.5 3.1 -0.5 0.419
H -10.7612 -15.3423 7.2004 -0.1 -0.6 0.0 0.218
O -11.3124 -11.8360 3.3193 -0.3 -2.4 2.1 -0.518
H -11.9893 -12.2036 3.9668 1.4 0.5 -1.1 0.089
H -11.7640 -11.1231 2.9271 -0.7 2.0 -1.1 0.286
O -11.3305 -8.5403 6.7919 0.3 0.3 1.0 -0.742
H -10.7642 -9.3038 6.9333 0.4 -0.2 -0.2 0.371
H -11.7957 -8.6963 5.9841 -0.5 -0.1 -1.0 0.285
O -10.2349 -12.0628 8.3072 0.9 0.2 -1.4 -0.546
H -9.9956 -12.1763 9.2155 -0.5 -0.1 0.7 0.246
H -11.1761 -12.1016 8.0898 -0.3 0.1 0.7 0.150
O -15.3770 -12.7336 9.3670 1.9 0.6 0.2 -0.449
H -15.2805 -13.3837 10.0951 0.0 0.0 0.1 0.372
H -14.4598 -12.3025 9.3298 -2.1 -0.7 -0.4 0.072
O -17.3317 -13.3196 2.5216 -0.3 1.7 0.5 -0.616
H -17.6907 -12.9857 3.3877 0.4 -0.7 -0.7 0.363
H -17.3211 -14.2731 2.5478 0.2 -0.7 0.3 0.221
O -18.6170 -14.3607 9.4068 -1.1 1.0 -1.0 -0.754
H -17.6863 -14.2379 9.2312 0.7 0.0 0.0 0.304
H -19.0231 -13.7078 8.7841 0.3 -0.5 0.9 0.372
O -17.9295 -12.9279 5.3040 -0.2 0.0 1.4 -0.515
H -17.9376 -12.4125 6.1348 0.3 0.6 -0.8 0.297
H -18.0933 -13.8024 5.6958 0.0 -0.4 -0.8 0.198
O -14.8099 -10.0177 2.2502 -0.4 0.6 0.2 -0.313
H -14.8948 -10.5487 3.0501 0.6 -0.3 0.1 0.155
H -15.4380 -10.4577 1.6284 0.2 0.1 -0.3 0.320
O -18.7603 -16.5820 7.7814 -1.2 1.1 0.2 -0.754
H -17.8885 -16.8460 8.0448 0.8 -0.1 0.1 0.294
H -18.8636 -15.6674 8.1705 0.3 -1.3 0.1 0.423
O -16.6006 -16.1874 3.3310 1.4 0.1 0.7 -0.676
H -15.8936 -16.2060 4.0313 -0.5 -0.1 -1.0 0.348
H -17.3696 -16.0890 3.8851 -1.0 -0.1 0.4 0.300
```
Forces are in eV/Å.

Output
Electronic energy   -2803.14894 Eh
LUMO level   1.72 eV
Orbital gap   10.5 eV
Energy above the lowest of the compared OMol25 structures with the same formula, charge and spin   34.91 kcal/mol
Net charge   -1
2S+1   1

(2)
The following is a quantum chemistry calculation of a molecular structure, C6H8N3O6OsP2S2, from the OMol25 dataset.

XYZ file:
```
28
Properties=species:S:1:pos:R:3:forces:R:3:lowdin_spin:R:1
Os 1.2418 -0.8202 -0.0463 0.1 0.0 0.1 2.758
N -1.8985 0.5871 -2.5788 0.0 0.0 0.0 0.001
C -1.6978 0.9057 -1.1080 -0.1 0.0 0.0 0.004
C -2.8616 1.7706 -0.6284 0.0 -0.1 0.0 0.002
P -0.1224 1.9101 -1.1317 0.0 0.0 -0.1 0.016
O -0.0827 2.6597 0.2508 0.0 0.0 0.0 0.003
O -0.2442 2.7291 -2.3463 0.0 0.0 0.0 0.002
O 1.0253 0.8729 -1.0845 0.1 0.0 0.1 0.137
P -1.5177 -0.6451 -0.1639 0.1 0.1 -0.2 0.017
O -2.9534 -1.2662 -0.3335 0.0 0.0 0.2 0.006
O -0.9815 -0.3554 1.1919 0.0 0.0 0.0 0.116
O -0.4781 -1.4828 -0.9692 -0.1 0.0 0.0 0.099
H -1.6814 1.4578 -3.0963 0.0 0.0 0.0 0.000
H -2.8502 0.2684 -2.7709 0.0 0.0 0.0 0.000
H -1.2422 -0.1352 -2.8922 0.0 0.0 0.0 0.000
H -2.8794 2.7241 -1.1583 0.0 0.0 0.0 0.000
H -2.7445 1.9667 0.4362 0.0 0.0 0.0 0.000
H -3.8142 1.2594 -0.7746 0.0 0.0 0.0 0.000
H -0.2127 3.6171 0.1989 0.0 0.0 0.0 0.000
H -3.1925 -2.0147 0.2330 0.0 0.0 0.0 0.000
S 1.6185 -2.7733 1.0719 0.0 0.0 0.0 0.291
C 3.0160 -2.4429 2.0457 -0.1 -0.1 0.0 0.103
C 3.4598 -3.5067 2.8891 0.1 0.0 0.0 0.004
N 3.8179 -4.3714 3.5546 0.0 0.0 0.0 0.027
C 3.6462 -1.2442 2.0051 0.0 0.0 0.0 0.084
S 3.1014 0.0296 0.9681 -0.1 0.0 0.0 0.313
C 4.7977 -0.9659 2.8045 0.0 0.0 0.0 0.001
N 5.7304 -0.7342 3.4332 0.0 0.0 0.0 0.015
```
Forces are in eV/Å.

Output
Electronic energy   -2418.81762 Eh
LUMO level (spin up / spin down)   -3.76 / -6.43 eV
Orbital gap (spin up / spin down)   8.5 / 6.7 eV
Energy above the lowest of the compared OMol25 structures with the same formula, charge and spin   0.00 kcal/mol
Net charge   +1
2S+1   5
Expectation value of S²   6.020

(3)
The following is a quantum chemistry calculation of 2 unconnected molecules or ions with the total composition C3H2Cl3NO, from the OMol25 dataset.

XYZ file:
```
10
Properties=species:S:1:pos:R:3:forces:R:3:mulliken_charge:R:1
C 0.1910 -0.1656 -1.5789 1.4 0.6 0.7 0.302
C -1.1338 -0.1560 -2.1213 -1.0 -3.5 2.3 0.159
C 0.5479 0.3059 1.8035 0.0 -0.9 0.4 0.105
N 1.2119 -0.1585 -1.0538 0.0 -0.1 -0.8 -0.284
O -1.3752 0.3310 -3.1568 -1.1 1.2 -1.7 -0.346
Cl 0.2449 0.8319 3.4454 -0.4 -0.3 0.5 -0.135
Cl 2.2396 0.6029 1.4912 -0.1 0.4 -0.2 -0.091
Cl 0.1351 -1.3922 1.4163 0.1 -0.6 1.0 -0.156
H -1.8161 -0.9125 -1.4675 0.7 1.9 -1.4 0.215
H -0.2453 0.7130 1.2219 0.5 1.5 -0.8 0.230
```
Forces are in eV/Å.

Output
Electronic energy   -1626.00607 Eh
LUMO level   -0.93 eV
Orbital gap   10.0 eV
Energy above the lowest of the compared OMol25 structures with the same formula, charge and spin   25.20 kcal/mol
2S+1   1
SMILES   ClC(Cl)Cl.N#CC=O

(4)
The following is a quantum chemistry calculation of a molecular structure, C19H22N6O4SSn, from the OMol25 dataset.

XYZ file:
```
53
Properties=species:S:1:pos:R:3:forces:R:3:mulliken_charge:R:1
Sn 0.0079 -0.8000 -0.1335 -0.4 0.3 -0.5 1.340
N 3.6597 0.9046 -7.0977 0.0 -0.1 0.3 -0.347
C 3.4171 0.7969 -5.7971 0.0 0.1 -0.2 1.191
C 2.4521 -0.1378 -5.3198 -0.2 -0.2 0.2 -0.797
C 2.2070 -0.2279 -3.9812 0.0 -0.1 -0.3 -0.432
C 2.9212 0.5858 -3.0872 0.1 -0.2 0.1 -0.083
C 3.8623 1.5235 -3.5336 0.2 0.1 -0.1 -0.440
C 4.1177 1.6227 -4.8704 0.2 0.2 0.1 -0.661
S 2.6503 0.4293 -1.3532 -1.7 1.3 1.0 1.509
O 3.7710 0.9159 -0.6330 0.4 -0.1 -0.2 -0.604
O 2.2419 -0.9606 -1.0995 -0.1 -0.4 -0.3 -0.743
N 1.2454 1.2273 -1.1087 1.4 -2.0 -0.3 -0.383
C 1.2500 2.5302 -0.7229 -0.2 2.6 0.5 0.201
N 2.2604 3.3591 -1.0217 0.3 -1.3 -0.5 -0.376
C 2.2174 4.6021 -0.5894 -0.3 0.5 0.3 -0.068
C 1.1370 5.1089 0.1236 0.0 -0.4 -0.2 -0.832
C 0.1080 4.2003 0.3437 0.3 0.7 0.2 0.113
N 0.1542 2.9488 -0.0657 -0.2 -1.3 -0.1 -0.367
H 3.1752 0.3288 -7.7711 0.0 0.0 0.0 0.247
H 4.3435 1.5587 -7.4513 0.0 0.0 0.0 0.249
H 1.9338 -0.7814 -6.0189 0.0 0.0 0.0 0.347
H 1.4952 -0.9445 -3.5956 0.0 0.0 0.0 0.485
H 4.3893 2.1298 -2.8079 0.0 0.0 0.0 0.514
H 4.8628 2.3146 -5.2426 0.0 0.0 0.0 0.348
H 3.0751 5.2205 -0.8338 -0.1 0.0 0.0 0.426
H 1.0971 6.1311 0.4646 0.0 0.0 0.0 0.400
H -0.7816 4.4967 0.8901 0.0 0.0 -0.1 0.398
N -2.5640 0.3989 0.3437 0.0 -0.1 0.2 -0.458
C -2.8749 0.9615 1.6588 0.0 0.0 -0.2 -0.570
C -2.6046 -0.0147 2.7914 0.0 0.5 0.4 -0.499
C -1.0147 -0.1028 2.9485 0.1 -1.0 -1.4 0.692
O -0.5756 0.6069 3.8304 -0.1 0.3 0.5 -0.258
O -0.4602 -0.8438 2.0988 0.1 0.3 0.5 -0.590
H -2.6212 1.1205 -0.3663 0.1 0.0 0.0 0.265
H -3.2446 -0.3166 0.1100 -0.1 0.1 -0.1 0.247
H -3.9350 1.2364 1.7316 0.0 0.0 0.1 0.387
H -2.2906 1.8719 1.7996 -0.1 0.0 0.0 0.311
H -2.9360 -1.0273 2.5677 0.2 -0.1 0.1 0.306
H -3.0282 0.3359 3.7281 -0.1 0.0 -0.1 0.373
C 0.0175 -7.5188 0.2957 0.0 0.0 0.1 -1.421
C 0.0436 -6.0354 0.1282 0.0 0.2 0.0 1.086
C 1.2308 -5.3080 0.1861 0.0 -0.1 0.0 -0.784
C 1.2004 -3.9338 0.0609 0.0 0.0 0.0 -0.248
N 0.0612 -3.2597 -0.1358 0.2 0.1 0.1 -0.295
C -1.0848 -3.9480 -0.2096 0.0 0.1 0.0 -0.226
C -1.1375 -5.3162 -0.0765 0.1 -0.1 0.0 -0.779
H 1.0035 -7.9564 0.1577 0.0 0.0 0.0 0.372
H -0.6815 -7.9801 -0.4004 0.0 0.0 0.0 0.382
H -0.3214 -7.7607 1.3058 0.0 0.0 0.0 0.310
H 2.1747 -5.8164 0.3293 0.0 0.0 0.0 0.385
H 2.1052 -3.3390 0.1082 0.0 -0.1 0.0 0.529
H -1.9836 -3.3649 -0.3849 0.0 0.0 0.0 0.422
H -2.0862 -5.8328 -0.1360 0.0 0.0 0.0 0.424
```
Forces are in eV/Å.

Output
Electronic energy   -1978.60314 Eh
LUMO level (spin up / spin down)   -9.20 / -8.90 eV
Orbital gap (spin up / spin down)   4.4 / 4.6 eV
Energy above the lowest of the compared OMol25 structures with the same formula, charge and spin   42.43 kcal/mol
Net charge   +2
2S+1   1

(5)
The following is a quantum chemistry calculation of 2 unconnected molecules or ions with the total composition C5H8O3, from the OMol25 dataset.

XYZ file:
```
16
Properties=species:S:1:pos:R:3:forces:R:3:mulliken_charge:R:1
C 0.6559 -0.8628 1.6790 1.6 -1.5 1.3 0.092
C -0.0176 0.2433 0.8909 -4.0 -2.0 -0.4 -0.157
C -0.0145 1.3456 -1.0305 -0.4 3.6 -3.3 -0.303
C -0.4350 -0.0225 -1.6718 -1.9 -1.2 0.1 -0.463
C 0.6114 -0.8010 0.1471 3.5 0.9 0.7 0.276
H -1.5494 -0.8307 2.7698 3.6 -2.2 -0.3 0.299
H 1.7819 -0.9481 1.9332 -1.8 1.1 -0.2 0.265
H -1.1691 -0.0003 0.6021 1.6 -0.5 2.4 0.122
H 0.9280 1.8394 -1.5758 -1.5 -1.5 1.5 0.239
H -0.8462 2.1502 -1.3895 1.6 -2.0 0.8 0.250
H -1.5554 -0.1861 -1.6922 1.0 0.9 0.1 0.254
H -0.1513 -0.1697 -2.7351 0.4 0.6 0.7 0.332
H 1.6526 -0.3366 -0.0054 -0.8 -1.2 -0.6 0.188
O 0.0861 -1.6762 2.6460 -4.1 2.9 -0.6 -0.557
O 0.0513 1.4773 0.3783 1.5 2.7 -0.3 -0.410
O -0.0288 -1.2218 -0.9460 -0.2 -0.6 -1.6 -0.429
```
Forces are in eV/Å.

Output
Electronic energy   -420.66771 Eh
LUMO level   -2.09 eV
Orbital gap   7.0 eV
Energy above the lowest of the compared OMol25 structures with the same formula, charge and spin   243.69 kcal/mol
2S+1   1